*w*
C3H6O2 | ωB97M-V/def2-TZVPD

Element x y z (Å)
C: -1.35017 0.65422 0.30567
O: -0.86746 -0.58712 -0.23175
C: 0.33962 -1.05706 0.17812
C: 1.47568 0.59982 -0.65429
O: 1.75781 -0.64935 -0.51938
H: -1.37718 0.62381 1.40394
H: -0.67531 1.44093 -0.02588
H: -2.36563 0.79500 -0.07873
H: 0.38453 -2.08543 -0.13498
H: 0.58038 -0.78671 1.20263
H: 2.09774 1.05189 -1.44536

Summary:
* HOMO-LUMO gap: 8.94 eV
* LUMO energy: 0.97 eV
* total charge: 0

Charge distribution, natural (NBO) scheme, values in e: -0.27 -0.50 0.24 0.03 -0.51 0.17 0.22 0.19 0.18 0.17 0.07



*x*
C3H6O2 | ωB97M-V/def2-TZVPD

Element x y z (Å)
C: -1.86913 -0.16331 -0.15076
C: -0.27665 0.08303 -0.05293
O: -0.05668 1.06312 0.62292
C: 1.34916 -0.32654 -0.24201
O: 2.24697 0.05245 0.78415
H: -2.19453 -1.14273 0.21535
H: -2.34974 -0.00427 -1.12879
H: -2.27452 0.60591 0.53861
H: 1.60473 0.20912 -1.15772
H: 1.45461 -1.39310 -0.27144
H: 2.36579 1.01632 0.84265

Summary:
* HOMO-LUMO gap: 9.95 eV
* SMILES: CC(=O)CO
* LUMO energy: 0.89 eV
* total charge: 0

Charge distribution, natural (NBO) scheme, values in e: -0.69 0.50 -0.58 -0.08 -0.70 0.22 0.23 0.25 0.18 0.18 0.48



Which one sits at the bottom of the stability order? *w* does.



*w*
C11H15N | ωB97M-V/def2-TZVPD

Element x y z (Å)
C: 2.69364 -1.13565 -2.70592
C: 1.42394 -1.50176 -3.49439
H: 3.13488 -1.98473 -2.18554
H: 3.48191 -0.81328 -3.38038
H: 2.47968 -0.35450 -1.98484
H: 1.62824 -1.86987 -4.49786
H: 0.79038 -0.61565 -3.53025
H: 0.82661 -2.22277 -2.93021
C: 1.78450 1.98962 1.54139
C: 1.46636 -0.49950 1.08106
C: 1.00821 0.78601 1.13686
C: -0.70876 -0.56629 0.53783
C: -0.39243 0.76815 0.78939
C: -2.04360 -1.01768 0.36320
C: -1.38690 1.79563 0.76956
C: -3.02100 0.01382 0.35800
C: -2.72499 1.35204 0.50684
N: 0.43173 -1.33210 0.65443
H: 2.49260 -0.85806 1.07765
H: 0.52524 -2.31592 0.83126
H: 1.24322 2.91640 1.40587
H: 2.72658 2.05003 0.98036
H: -2.36343 -2.05149 0.45952
H: -1.17535 2.70447 1.33981
H: -4.08309 -0.22104 0.24924
H: -3.50596 2.09534 0.51270
H: 2.11975 1.87909 2.57142

Summary:
* HOMO-LUMO gap (alpha / beta): 3.03 / 6.30 eV
* LUMO energy (alpha / beta): 3.59 / 3.55 eV
* 2S+1: 2
* total charge: -1

Charge distribution, natural (NBO) scheme, values in e: -0.61 -0.61 0.19 0.18 0.23 0.19 0.21 0.21 -0.62 -0.18 -0.12 0.16 -0.12 -0.45 -0.41 -0.28 -0.27 -0.55 0.17 0.38 0.21 0.19 0.18 0.17 0.17 0.17 0.19



*x*
C11H15N | ωB97M-V/def2-TZVPD

Element x y z (Å)
C: 1.02353 3.78886 1.23330
C: 0.47135 2.89660 0.07903
H: 0.26813 4.31629 1.81283
H: 1.62268 3.17588 1.90042
H: 1.61111 4.55932 0.73118
H: 0.69634 3.37435 -0.87627
H: -0.60991 2.79720 0.07250
H: 1.00252 1.95469 0.10949
C: 2.30128 -0.52634 -0.25392
C: -0.24823 -1.26787 -0.45176
C: 1.05147 -1.23273 0.15480
C: -1.00994 -2.17227 0.32858
C: 1.07168 -2.15350 1.17130
C: -2.18068 -0.81016 -1.90306
C: -2.87979 -1.69415 -1.11295
C: -0.81200 -0.58152 -1.54788
C: -2.36050 -2.42256 -0.01594
N: -0.21486 -2.67026 1.34881
H: -2.67767 -0.17934 -2.62283
H: -3.96407 -1.78355 -1.21946
H: -0.15906 -0.03186 -2.22221
H: -3.06229 -2.86137 0.68481
H: 3.21546 -0.67824 0.31251
H: 2.10153 0.54865 -0.16830
H: 1.79463 -2.35180 1.94841
H: -0.60077 -3.44745 1.83255
H: 2.54809 -0.54688 -1.32595

Summary:
* HOMO-LUMO gap (alpha / beta): 2.82 / 6.32 eV
* LUMO energy (alpha / beta): 3.52 / 3.50 eV
* 2S+1: 2
* total charge: -1

Charge distribution, natural (NBO) scheme, values in e: -0.62 -0.61 0.19 0.20 0.19 0.19 0.22 0.22 -0.62 -0.13 -0.12 0.17 -0.17 -0.27 -0.27 -0.40 -0.46 -0.56 0.18 0.17 0.17 0.18 0.20 0.19 0.18 0.39 0.20



*y*
C11H15N | ωB97M-V/def2-TZVPD

Element x y z (Å)
C: -0.03030 1.34835 -3.08650
C: 0.95933 0.27464 0.35737
C: 0.09277 1.03995 -0.51148
C: 0.60148 0.89453 -1.81361
C: 1.74731 0.11767 -1.78197
C: -0.52013 0.82733 2.20898
C: 0.67416 0.20964 1.69536
C: -1.37733 1.48888 1.35526
C: -1.14354 1.55877 -0.02797
N: 2.00719 -0.29053 -0.42982
H: -0.62397 0.80323 3.28548
H: 1.37463 -0.25897 2.37372
H: -2.10328 2.14401 1.83883
H: -1.90734 2.00769 -0.64077
H: 2.86628 0.09804 -0.05061
H: 2.19814 -0.36946 -2.62708
H: -1.08984 1.58106 -2.96243
H: 0.05798 0.59611 -3.87079
H: 0.42629 2.25560 -3.50240
C: -1.56649 -2.61148 0.46977
C: -0.74264 -3.30568 1.55950
H: -1.07774 -1.77136 -0.02261
H: -1.75793 -3.30648 -0.34983
H: -2.51093 -2.22488 0.85373
H: 0.17864 -3.63609 1.08170
H: -0.51004 -2.70254 2.42906
H: -1.36765 -4.13970 1.89701

Summary:
* HOMO-LUMO gap (alpha / beta): 3.55 / 6.81 eV
* LUMO energy (alpha / beta): 3.95 / 3.91 eV
* 2S+1: 2
* total charge: -1

Charge distribution, natural (NBO) scheme, values in e: -0.62 0.14 -0.08 -0.13 -0.23 -0.35 -0.34 -0.22 -0.39 -0.61 0.18 0.18 0.18 0.18 0.37 0.17 0.20 0.19 0.19 -0.61 -0.60 0.24 0.18 0.19 0.20 0.21 0.18



Which one sits at the bottom of the stability order? *x* does.



*w*
C5H10O3 | ωB97M-V/def2-TZVPD

Element x y z (Å)
C: 1.35664 -1.15514 1.09216
O: 1.11941 -0.53011 -0.17048
C: -0.12557 0.16917 -0.25742
C: -1.39012 -0.66738 -0.06138
C: -0.20963 1.36872 0.66851
C: -0.16627 0.70461 -1.67133
O: -1.02060 1.49137 -2.04045
O: 0.76005 0.30110 -2.48286
H: 1.32914 -0.41207 1.88860
H: 0.50867 -1.80950 1.40334
H: 2.33021 -1.71363 1.08935
H: -2.18461 -0.15209 -0.63081
H: -1.72395 -0.71545 1.04866
H: -1.15153 -1.61708 -0.54943
H: 0.65957 2.05669 0.62559
H: -0.35597 1.12281 1.73952
H: -1.14171 1.88402 0.34696
H: 1.40629 -0.32604 -2.03853

Summary:
* HOMO-LUMO gap: 10.89 eV
* SMILES: COC(C)(C)C(=O)O
* LUMO energy: 0.67 eV
* total charge: 0

Charge distribution, natural (NBO) scheme, values in e: -0.26 -0.57 0.14 -0.65 -0.64 0.77 -0.60 -0.65 0.18 0.18 0.21 0.25 0.22 0.22 0.22 0.21 0.25 0.52



*x*
C5H10O3 | ωB97M-V/def2-TZVPD

Element x y z (Å)
C: 1.33413 -2.51057 -0.69470
C: 1.17383 -1.84196 0.40450
O: 1.28543 -1.29850 1.43170
H: 0.49008 -2.96194 -1.18726
H: 2.29878 -2.56638 -1.16496
C: -0.19679 2.36797 1.46484
C: 0.72071 1.77933 0.43640
O: 1.76403 1.22194 0.67693
H: -0.04475 3.44309 1.48330
H: 0.01998 1.96364 2.44733
H: -1.23222 2.18833 1.20444
H: 0.46305 2.05921 -0.60856
C: -1.51839 -0.75656 -1.29084
O: -1.06219 -0.83331 0.03973
H: -2.03993 -1.69010 -1.50891
H: -2.22082 0.07612 -1.41974
H: -0.68472 -0.63537 -1.99229
H: -0.55021 -0.00493 0.27810

Summary:
* HOMO-LUMO gap: 9.57 eV
* SMILES: C=C=O.CC=O.CO
* LUMO energy: 0.76 eV
* total charge: 0

Charge distribution, natural (NBO) scheme, values in e: -0.80 0.74 -0.47 0.25 0.26 -0.73 0.39 -0.49 0.25 0.24 0.23 0.11 -0.25 -0.72 0.19 0.16 0.17 0.47



*y*
C5H10O3 | ωB97M-V/def2-TZVPD

Element x y z (Å)
O: 1.68470 2.08062 -1.59393
C: 1.76714 1.99927 -0.39582
C: 0.70227 1.49263 0.52801
C: 1.14250 0.31287 1.39860
C: 0.07348 -0.71398 1.59756
C: -1.31896 -0.35387 2.04166
O: -2.18625 -1.16115 2.11397
H: 2.56859 2.50063 0.04798
H: 0.14093 2.29810 0.89732
H: -0.09055 1.08728 -0.17566
H: 1.92743 -0.19615 0.89690
H: 1.53018 0.73311 2.44141
H: 0.00933 -1.40575 0.84023
H: 0.40414 -1.66804 2.19082
H: -1.35413 0.68904 2.36899
O: -1.53258 -2.77442 -4.59379
H: -0.89339 -2.41667 -3.95853
H: -2.16805 -3.20346 -3.97948

Summary:
* HOMO-LUMO gap: 10.56 eV
* SMILES: O=CCCCC=O.O
* LUMO energy: 0.47 eV
* total charge: 0

Charge distribution, natural (NBO) scheme, values in e: -0.50 0.44 -0.53 -0.40 -0.55 0.45 -0.51 0.10 0.24 0.22 0.22 0.21 0.25 0.26 0.10 -0.93 0.46 0.47



Which one sits at the bottom of the stability order? *x* does.